1.
C14H16FeO5S2 | ωB97M-V with the def2-TZVPD basis set

```
! wB97M-V def2-TZVPD RIJCOSX def2/J DEFGRID3
* xyz 0 5
C -2.5471 0.0073 1.9784
C -1.4615 1.0392 1.6973
C -1.7833 1.8488 0.4764
O -0.2155 0.2877 1.5726
C 0.9673 0.9696 1.7337
S 2.3714 0.1308 1.4764
S 0.8624 2.5670 2.1813
H -3.5049 0.5223 2.1284
H -2.6603 -0.7042 1.1502
H -2.3255 -0.5565 2.8915
H -1.4498 1.7179 2.5701
H -2.7350 2.3695 0.6318
H -1.0148 2.6020 0.2726
H -1.8916 1.1981 -0.4003
C 2.9418 -7.1478 2.5085
O 2.6005 -6.8431 1.1335
C 2.8142 -5.5470 0.6558
C 1.7870 -4.5803 0.8107
C 2.0127 -3.1426 0.5249
C 2.9727 -3.0886 -0.6111
C 3.9397 -4.0762 -0.8425
C 3.8573 -5.3463 -0.2668
Fe 1.9347 -4.8455 -1.2704
C 0.4457 -4.0293 -1.6557
O -0.6010 -3.5888 -1.8987
C 1.1878 -6.4119 -1.4177
O 0.6391 -7.4198 -1.5620
C 2.4212 -4.8816 -2.9613
O 2.8462 -4.9451 -4.0359
H 2.5797 -8.1767 2.6226
H 4.0403 -7.0950 2.6428
H 2.4241 -6.4527 3.2005
H 0.9254 -4.8443 1.4423
H 1.0469 -2.6324 0.2512
H 2.3271 -2.5244 1.3905
H 3.0283 -2.1156 -1.1367
H 4.7613 -3.8712 -1.5386
H 4.5065 -6.1820 -0.5508
*
```

The value obtained for the molar mass is 384.26 g/mol. As for the lowest unoccupied orbital energy (alpha / beta): 0.18 / -2.94 eV. The calculation puts the HOMO energy (alpha / beta) at -5.99 / -7.92 eV. The calculation puts the gap between HOMO and LUMO (alpha / beta) at 6.17 / 4.98 eV.

Atom charges from the natural (NBO) analysis, given in e for atoms 1 to 5: atom 1 (C): -0.616, atom 2 (C): 0.077, atom 3 (C): -0.642, atom 4 (O): -0.512, atom 5 (C): -0.059

2.
C14H16MgNOS6Sb | ωB97M-V with the def2-TZVPD basis set

```
! wB97M-V def2-TZVPD RIJCOSX def2/J DEFGRID3
* xyz -2 1
Mg -0.2186 -0.0207 -0.2602
S -5.2500 0.9523 -2.2167
Sb -3.4706 -0.1054 -1.1773
S -1.9080 -0.6329 -3.1385
S -2.0689 1.5631 -0.1327
S 4.0857 1.0707 1.6288
C 4.2865 0.1197 0.2133
C 3.0884 -0.2538 -0.3179
C 1.9298 0.1907 0.4072
C 2.3519 0.9203 1.4830
C 1.4619 1.5731 2.4433
C 1.9068 2.4388 3.4522
C 0.9728 3.0364 4.2738
C -0.3781 2.7759 4.0760
C -0.7282 1.8934 3.0627
N 0.1616 1.2879 2.2942
H 5.2760 -0.0932 -0.1586
H 2.9962 -0.8365 -1.2265
H 2.9621 2.6489 3.5657
H 1.2962 3.7187 5.0535
H -1.1425 3.2473 4.6777
H -1.7617 1.6708 2.8241
S 0.8670 -1.5530 -3.1668
C -0.3976 -0.8258 -2.3316
C 1.3064 -5.0215 2.0753
C 0.1532 -4.1555 1.6085
S 0.6452 -2.4376 1.3613
O -0.5792 -1.8469 0.7112
C 0.5900 -1.8686 3.0828
C -0.8192 -1.5211 3.5198
H 0.9807 -6.0576 2.1722
H 1.6947 -4.7070 3.0448
H 2.1267 -4.9888 1.3599
H -0.7038 -4.1831 2.2796
H -0.1878 -4.4540 0.6172
H 1.2539 -1.0100 3.1176
H 1.0223 -2.6691 3.6889
H -1.2688 -0.8136 2.8290
H -0.7868 -1.0692 4.5129
H -1.4606 -2.4029 3.5597
*
```

The value obtained for the molar mass is 552.76 g/mol. As for the lowest unoccupied orbital energy: 3.84 eV. The calculation puts the HOMO energy at -0.48 eV. The calculation puts the energy relative to the best compared isomer or geometry (same formula, charge and spin) at 0.0233 eV. The calculation puts the gap between HOMO and LUMO at 4.31 eV.

Atom charges from the natural (NBO) analysis, given in e for atoms 1 to 5: atom 1 (Mg): 1.634, atom 2 (S): -1.026, atom 3 (Sb): 0.809, atom 4 (S): -0.177, atom 5 (S): -1.155

3.
C14H16N2O2 | ωB97M-V with the def2-TZVPD basis set

```
! wB97M-V def2-TZVPD RIJCOSX def2/J DEFGRID3
* xyz 0 1
N -4.1761 -1.4317 0.5220
C -3.4119 -0.3383 1.1787
C -3.2068 -0.7072 2.6305
C -1.7130 -0.6309 2.8748
C -1.0794 -0.9224 1.5349
O 0.2636 -0.3828 1.5397
C 0.9585 -0.2977 0.3910
C 1.0773 -1.3027 -0.5750
C 1.8576 -1.1143 -1.6958
C 2.4862 0.1201 -1.8906
C 3.1156 0.4726 -3.1830
O 3.1117 -0.2740 -4.1742
N 3.7008 1.7117 -3.3680
C 3.7688 2.6862 -2.3827
C 3.1442 2.3854 -1.1608
C 2.4474 1.1128 -0.9171
C 1.6659 0.9145 0.2237
C -2.0029 -0.2695 0.5411
H -5.0540 -1.5843 1.0060
H -3.6184 -2.2988 0.5437
H -3.9376 0.6708 1.1559
H -3.7135 0.0173 3.2505
H -3.6002 -1.6978 2.8849
H -1.4562 -1.3752 3.6697
H -1.4753 0.4135 3.2040
H -1.0712 -2.0336 1.3751
H 0.5536 -2.2411 -0.4315
H 1.9964 -1.8888 -2.4668
H 3.9898 1.8814 -4.3439
H 4.3161 3.6081 -2.5430
H 3.1928 3.0880 -0.3507
H 1.5813 1.7009 0.9765
H -2.0097 -0.7867 -0.4009
H -1.7014 0.7944 0.3812
*
```

The value obtained for the molar mass is 244.29 g/mol. As for the lowest unoccupied orbital energy: 0.71 eV. The calculation puts the HOMO energy at -8.10 eV. The calculation puts the energy relative to the best compared isomer or geometry (same formula, charge and spin) at 1.4902 eV. The calculation puts the gap between HOMO and LUMO at 8.80 eV. The SMILES is N[C@H]1CC[C@H](Oc2ccc3c(=O)[nH]ccc3c2)C1.

Atom charges from the natural (NBO) analysis, given in e for atoms 1 to 5: atom 1 (N): -0.839, atom 2 (C): -0.030, atom 3 (C): -0.430, atom 4 (C): -0.415, atom 5 (C): 0.098

4.
C14H16N2OS | ωB97M-V with the def2-TZVPD basis set

```
! wB97M-V def2-TZVPD RIJCOSX def2/J DEFGRID3
* xyz 0 1
C -1.3719 -3.2329 1.3796
C -0.8133 -3.0732 -0.0346
N -0.8185 -1.6997 -0.4887
C -2.0494 -1.1767 -1.0624
C -2.4956 0.1120 -0.4200
C -2.3596 0.3365 0.9445
C -2.8140 1.5339 1.4718
N -3.3846 2.4816 0.7495
C -3.5139 2.2688 -0.5483
C -3.0904 1.1111 -1.1801
C 0.2473 -0.8601 -0.5068
O 0.1699 0.2419 -1.0070
C 1.5383 -1.3783 0.1368
C 2.5082 -0.2642 0.3236
C 2.8801 0.3406 1.4836
C 3.7987 1.3958 1.2860
C 4.1042 1.5778 -0.0226
S 3.2731 0.4717 -1.0409
H -1.3595 -4.2819 1.6637
H -0.7735 -2.6748 2.0959
H -2.3970 -2.8735 1.4305
H -1.4192 -3.6625 -0.7310
H 0.2030 -3.4664 -0.0758
H -2.8321 -1.9292 -0.9345
H -1.9040 -1.0015 -2.1353
H -1.8958 -0.3976 1.5845
H -2.7194 1.7458 2.5292
H -3.9782 3.0699 -1.1086
H -3.2110 0.9931 -2.2461
H 1.3196 -1.8306 1.1050
H 1.9649 -2.1383 -0.5253
H 2.5166 0.0421 2.4515
H 4.2085 1.9878 2.0848
H 4.7648 2.3002 -0.4593
*
```

The value obtained for the molar mass is 260.36 g/mol. As for the lowest unoccupied orbital energy: 0.61 eV. The calculation puts the HOMO energy at -8.65 eV. The calculation puts the energy relative to the best compared isomer or geometry (same formula, charge and spin) at 1.0607 eV. The calculation puts the gap between HOMO and LUMO at 9.26 eV. The SMILES is CCN(Cc1ccncc1)C(=O)Cc1cccs1.

Atom charges from the natural (NBO) analysis, given in e for atoms 1 to 5: atom 1 (C): -0.619, atom 2 (C): -0.204, atom 3 (N): -0.449, atom 4 (C): -0.237, atom 5 (C): 0.037

5.
C14H16N9OsS | ωB97M-V with the def2-TZVPD basis set

```
! wB97M-V def2-TZVPD RIJCOSX def2/J DEFGRID3
* xyz 3 1
Os 0.1862 0.6353 -0.0361
C -1.8427 -2.8606 1.3797
C -1.0902 -1.5914 1.1763
N -0.7500 -1.0680 0.0329
N -1.0627 -1.6727 -1.1786
C -0.6864 -1.0951 -2.3400
N -0.9777 -1.7002 -3.4665
S 0.1475 0.4185 -2.3631
C -0.6342 -0.8064 2.3353
C -0.8523 -1.1895 3.6430
C -0.3654 -0.3859 4.6705
C 0.3257 0.7705 4.3582
C 0.5141 1.1020 3.0246
N 0.0444 0.3362 2.0376
H -2.1426 -3.3791 0.4741
H -2.7491 -2.6553 1.9534
H -1.2345 -3.5537 1.9654
H -1.5634 -2.5505 -1.1545
H -1.4583 -2.5891 -3.5199
H -0.7135 -1.2752 -4.3470
H -1.3930 -2.0975 3.8711
H -0.5287 -0.6672 5.7027
H 0.7161 1.4188 5.1308
H 1.0470 1.9996 2.7386
N -5.6456 3.8759 0.2557
C -4.5104 3.5865 0.1814
N -3.2675 3.3350 0.0568
C -2.4075 2.4387 0.0619
N -1.5065 1.6866 0.0512
C 5.6154 0.1887 -0.6482
N 4.2621 -0.1363 -0.1563
C 3.9506 -1.1260 0.7494
C 2.6076 -1.1028 0.9119
N 2.0896 -0.1014 0.1077
C 3.1365 0.4562 -0.5249
H 6.3237 -0.4675 -0.1532
H 5.8521 1.2220 -0.4106
H 5.6627 0.0270 -1.7216
H 4.7054 -1.7595 1.1833
H 1.9900 -1.7311 1.5288
H 3.0854 1.2428 -1.2620
*
```

The value obtained for the molar mass is 532.64 g/mol. As for the lowest unoccupied orbital energy (alpha / beta): -13.08 / -13.06 eV. The calculation puts the HOMO energy (alpha / beta) at -17.95 / -17.94 eV. The calculation puts the gap between HOMO and LUMO (alpha / beta) at 4.87 / 4.88 eV.

Atom charges from the natural (NBO) analysis, given in e for atoms 1 to 5: atom 1 (Os): 1.145, atom 2 (C): -0.698, atom 3 (C): 0.348, atom 4 (N): -0.172, atom 5 (N): -0.411

6.
C14H16O | ωB97M-V with the def2-TZVPD basis set

```
! wB97M-V def2-TZVPD RIJCOSX def2/J DEFGRID3
* xyz 1 2
C 0.8200 -1.5811 2.5168
C -1.8919 -2.3284 -0.7463
C -2.1936 -2.7599 0.5374
C -0.5758 -2.0184 -1.0065
C -1.3780 -2.4916 1.6211
C 0.3063 -1.8556 0.0771
C -0.0880 -2.0086 1.3776
H -2.6985 -2.3547 -1.4705
H -3.2077 -3.1070 0.7348
H -0.1678 -1.5304 -1.8829
H -1.7449 -2.5694 2.6268
H 1.2877 -1.4525 -0.1622
H 0.3652 -1.9926 3.4137
H 0.7827 -0.4873 2.5608
H 1.8668 -1.8428 2.3736
C -1.5179 1.4931 -1.9820
C -0.2304 1.9866 0.0939
C -0.2504 1.9184 -1.3382
C 0.9557 1.8956 0.7562
C 2.1336 2.0229 -0.0293
C 0.8909 2.3644 -2.0496
C 2.0625 2.4666 -1.3750
O 3.3062 1.6309 0.4283
H -1.1185 1.7126 0.6559
H 0.7881 1.7823 1.8164
H -2.2608 2.2682 -1.8356
H -1.9248 0.7601 -1.2691
H 0.7728 2.6040 -3.1005
H 3.2595 1.5856 1.4092
H 3.0241 2.7593 -1.7611
H -1.3729 1.1297 -2.9909
*
```

The value obtained for the molar mass is 200.28 g/mol. As for the lowest unoccupied orbital energy (alpha / beta): -3.94 / -7.20 eV. The calculation puts the HOMO energy (alpha / beta) at -11.88 / -11.88 eV. The calculation puts the energy relative to the best compared isomer or geometry (same formula, charge and spin) at 1.4400 eV. The calculation puts the gap between HOMO and LUMO (alpha / beta) at 7.94 / 4.69 eV.

Atom charges from the natural (NBO) analysis, given in e for atoms 1 to 5: atom 1 (C): -0.622, atom 2 (C): -0.234, atom 3 (C): -0.183, atom 4 (C): -0.211, atom 5 (C): -0.215